# 1
The following is a DFT calculation (wB97M-V/def2-TZVPD) of 14 unconnected molecules or ions with the total composition C16H60N8O14 at a distorted geometry.

Last column: Mulliken charge in e.
Positions of all 98 atoms, in Å:
1 C 0.20 -0.11 -0.81  0.74
2 C 0.96 0.14 0.40  0.76
3 O 0.59 -0.79 1.39  0.69
4 H 0.61 0.28 -1.67  0.28
5 H -0.84 0.24 -0.72  -1.22
6 H 0.15 -1.18 -1.09  -0.12
7 H 0.73 1.10 0.91  0.53
8 H 2.03 0.19 0.09  -0.33
9 H 0.96 -0.47 2.23  -0.80
10 C -2.23 1.08 -4.05  -0.40
11 C -2.52 2.57 -3.73  0.02
12 O -1.32 3.29 -3.90  -0.66
13 H -1.69 0.91 -4.98  0.40
14 H -3.11 0.44 -3.98  0.30
15 H -1.56 0.55 -3.37  -0.28
16 H -2.93 2.59 -2.64  -0.16
17 H -3.38 2.95 -4.38  0.30
18 H -0.83 3.47 -3.12  0.40
19 C -3.81 1.19 -0.47  0.59
20 O -4.40 0.76 -1.69  -0.69
21 N -4.01 2.37 0.05  -0.18
22 N -3.19 0.33 0.26  0.05
23 H -4.58 3.11 -0.45  0.30
24 H -3.46 2.67 0.89  0.23
25 H -2.91 -0.57 -0.12  -0.38
26 H -2.70 0.63 1.10  0.30
27 C 2.51 0.91 3.76  0.05
28 O 2.62 1.23 2.43  -0.51
29 N 1.39 0.57 4.37  -0.19
30 N 3.57 0.88 4.51  -0.39
31 H 0.62 0.90 3.85  -0.03
32 H 1.41 0.46 5.37  0.41
33 H 4.47 1.19 4.06  0.30
34 H 3.57 0.88 5.58  0.22
35 C -1.81 1.81 2.80  0.32
36 O -0.41 2.15 2.88  -0.77
37 N -2.79 2.65 2.72  -0.33
38 N -2.26 0.64 3.04  -0.25
39 H -2.79 3.67 2.60  0.29
40 H -3.72 2.30 2.96  0.22
41 H -1.58 -0.07 3.10  -0.03
42 H -3.30 0.33 2.87  0.40
43 C 0.09 -2.31 4.60  0.33
44 O -0.87 -1.51 4.03  -0.73
45 N 1.37 -2.00 4.67  -0.44
46 N -0.21 -3.47 5.10  -0.38
47 H 1.51 -0.99 4.56  0.46
48 H 1.97 -2.39 5.43  0.27
49 H -1.14 -3.92 5.10  0.29
50 H 0.49 -4.15 5.58  0.20
51 C 2.43 1.17 -3.63  -0.10
52 O 1.61 2.37 -3.59  -0.50
53 H 1.94 0.26 -3.56  -0.10
54 H 3.23 1.14 -2.85  0.10
55 H 2.88 1.17 -4.65  0.39
56 H 1.45 2.59 -2.63  0.26
57 C 4.06 -1.17 -0.46  -0.43
58 O 4.17 -0.06 -1.26  -0.43
59 H 3.82 -2.08 -1.03  0.11
60 H 3.36 -1.21 0.34  0.02
61 H 5.03 -1.25 0.11  0.36
62 H 4.42 0.69 -0.72  0.31
63 C 0.34 -2.43 -3.89  -0.29
64 O -0.88 -1.81 -4.29  -0.41
65 H 0.01 -3.27 -3.33  0.29
66 H 0.89 -1.69 -3.35  -0.13
67 H 0.92 -2.85 -4.82  0.23
68 H -1.57 -2.45 -4.39  0.29
69 C -0.67 3.27 -0.85  -0.13
70 O 0.08 3.88 -1.86  -0.66
71 H -0.86 2.17 -1.09  -0.41
72 H -1.63 3.75 -0.68  0.51
73 H -0.11 3.34 0.11  0.52
74 H 0.32 4.76 -1.53  0.29
75 C -2.86 -1.93 -2.22  -0.66
76 O -3.53 -2.19 -1.03  -0.71
77 H -3.69 -1.47 -2.89  0.04
78 H -2.54 -2.95 -2.49  0.56
79 H -1.98 -1.23 -2.05  0.26
80 H -2.87 -2.59 -0.46  0.30
81 C 1.40 -4.23 -0.75  -0.24
82 O 1.57 -3.74 0.62  -0.64
83 H 2.29 -3.90 -1.27  0.17
84 H 0.44 -3.76 -1.18  -0.11
85 H 1.43 -5.35 -0.79  0.35
86 H 1.48 -2.78 0.56  0.19
87 C -1.50 -3.46 1.55  -0.84
88 O -1.32 -2.55 0.48  0.22
89 H -2.19 -2.98 2.19  0.29
90 H -0.50 -3.81 1.86  0.28
91 H -2.19 -4.26 1.23  0.31
92 H -0.74 -1.81 0.81  -0.27
93 C 3.30 2.98 -0.71  0.21
94 O 4.29 2.46 0.13  -0.67
95 H 2.55 2.25 -0.88  -0.53
96 H 3.70 3.35 -1.64  0.38
97 H 2.96 3.95 -0.20  0.27
98 H 3.85 2.21 0.94  0.38

* relative energy (zero: lowest compared OMol25 entry of this formula, charge and spin): 275.8 kcal/mol
* lowest unoccupied orbital energy: -0.01572 hartree
* HOMO level: -0.3035 hartree
* HOMO-LUMO gap: 7.83 eV


# 2
The following is a DFT calculation (wB97M-V/def2-TZVPD) of a gas-phase ion, C2H4ClN2 (charge +1) at a distorted geometry.

Last column: Mulliken charge in e.
Positions of all 9 atoms, in Å:
1 C 1.05 0.71 -0.04  -0.73
2 N 0.06 -0.11 0.65  -0.13
3 N -0.56 -1.31 -0.17  -0.19
4 C -1.22 -0.28 0.16  0.72
5 Cl -2.70 0.43 0.04  0.05
6 H 0.68 1.77 -0.29  0.32
7 H 1.94 0.82 0.74  0.25
8 H 1.25 0.29 -0.95  0.40
9 H -0.50 -2.31 -0.13  0.31

* relative energy (zero: lowest compared OMol25 entry of this formula, charge and spin): 75.8 kcal/mol
* charge: +1
* lowest unoccupied orbital energy: -0.21214 hartree
* SMILES string: CN1[NH+]=C1Cl
* HOMO level: -0.5915 hartree
* HOMO-LUMO gap: 10.32 eV


# 3
The following is a DFT calculation (wB97M-V/def2-TZVPD) of a molecular structure, C3H7CdINO at a distorted geometry.

Last column: Mulliken charge in e.
Positions of all 14 atoms, in Å:
1 Cd 14.46 -14.93 23.14  0.73
2 I 11.71 -15.57 23.76  0.30
3 C 8.21 -13.53 25.37  -0.77
4 C 8.31 -12.37 24.41  0.87
5 O 7.69 -11.31 24.60  -0.14
6 N 9.22 -12.51 23.49  -0.02
7 C 9.73 -11.51 22.55  -0.88
8 H 8.91 -14.35 25.17  0.11
9 H 7.24 -14.01 25.40  0.34
10 H 8.46 -13.21 26.38  0.33
11 H 9.68 -13.41 23.42  0.10
12 H 10.48 -10.88 23.03  0.34
13 H 8.92 -10.95 22.08  0.34
14 H 10.25 -12.09 21.79  0.33

* <S²>: 1.760
* charge: +2
* lowest unoccupied orbital energy (alpha / beta): -0.41760 / -0.44051 hartree
* 2S+1: 2
* HOMO level (alpha / beta): -0.6013 / -0.6927 hartree
* HOMO-LUMO gap (alpha / beta): 5.00 / 6.86 eV